ORCA calculation (ωB97M-V/def2-TZVPD) on a cluster of 7 separate species, C41H87BrN9O in total.

Each line ends with the Mulliken charge.
Geometry (Å):
C  5.940  0.800  7.091  -0.98
C  7.001  -0.106  6.379  -0.57
N  8.147  0.751  6.349  0.20
C  9.018  1.047  7.395  -0.45
C  10.136  1.671  6.846  -0.20
N  9.936  1.887  5.507  0.08
C  8.702  1.327  5.212  -0.26
C  10.793  2.413  4.491  -0.73
H  6.410  1.415  7.859  0.35
H  5.221  0.126  7.556  0.35
H  5.475  1.384  6.297  0.31
H  6.759  -0.657  5.470  0.37
H  7.213  -0.916  7.078  0.32
H  8.980  0.629  8.390  0.40
H  11.044  1.970  7.350  0.43
H  8.306  1.240  4.211  0.38
H  11.480  3.003  5.098  0.27
H  10.283  2.858  3.637  0.33
H  11.313  1.530  4.120  0.38
C  -0.842  2.906  -2.684  -1.30
C  0.766  2.903  -2.558  -0.21
N  1.249  1.747  -1.818  0.20
C  0.495  0.634  -1.459  -0.35
C  1.373  -0.316  -0.912  -0.46
N  2.684  0.049  -1.116  0.17
C  2.579  1.382  -1.694  -0.31
C  3.898  -0.669  -0.557  -0.79
H  -1.201  1.987  -3.149  0.40
H  -1.214  3.652  -3.386  0.35
H  -1.323  3.086  -1.722  0.36
H  0.940  3.820  -1.996  0.29
H  1.387  2.875  -3.453  0.38
H  -0.582  0.713  -1.479  0.44
H  1.178  -1.308  -0.530  0.41
H  3.394  1.986  -2.066  0.40
H  4.275  -0.026  0.239  0.39
H  4.717  -0.799  -1.264  0.31
H  3.617  -1.575  -0.021  0.29
C  -12.049  8.129  -3.743  -1.03
C  -11.975  6.906  -4.730  -0.51
N  -11.066  5.920  -4.268  0.13
C  -9.864  5.749  -4.891  -0.26
C  -9.226  4.691  -4.286  -0.41
N  -10.036  4.155  -3.305  0.13
C  -11.139  4.951  -3.260  -0.17
C  -9.835  2.964  -2.476  -0.78
H  -11.614  7.914  -2.767  0.35
H  -13.078  8.446  -3.575  0.32
H  -11.406  8.929  -4.111  0.33
H  -11.676  7.207  -5.733  0.34
H  -12.880  6.322  -4.899  0.42
H  -9.437  6.317  -5.704  0.40
H  -8.292  4.225  -4.562  0.39
H  -11.986  4.831  -2.602  0.39
H  -10.054  2.083  -3.080  0.34
H  -10.512  3.066  -1.627  0.30
H  -8.766  2.952  -2.263  0.32
C  2.051  -7.017  -1.999  -1.21
C  1.164  -7.468  -0.818  -0.53
C  1.753  -8.754  -0.103  -0.38
C  3.216  -8.394  0.319  -1.04
N  3.978  -9.442  1.344  0.38
C  5.370  -8.836  1.679  -0.66
C  5.157  -8.043  2.964  -0.51
C  4.367  -9.038  3.812  -0.55
C  3.300  -9.414  2.733  -0.59
C  4.056  -10.804  0.755  -0.94
H  2.996  -6.561  -1.704  0.31
H  1.621  -6.149  -2.498  0.37
H  2.254  -7.757  -2.773  0.32
H  0.197  -7.750  -1.236  0.37
H  0.960  -6.638  -0.143  0.34
H  1.907  -9.622  -0.745  0.40
H  1.020  -8.862  0.696  0.26
H  3.251  -7.466  0.890  0.44
H  3.841  -8.242  -0.561  0.41
H  6.019  -9.688  1.881  0.48
H  5.806  -8.298  0.837  0.25
H  6.150  -7.980  3.410  0.37
H  4.648  -7.090  2.822  0.28
H  4.967  -9.932  3.983  0.31
H  3.894  -8.632  4.706  0.34
H  2.942  -10.434  2.877  0.38
H  2.548  -8.626  2.762  0.27
H  4.250  -11.465  1.599  0.44
H  4.989  -10.845  0.193  0.35
H  3.165  -11.047  0.175  0.32
C  -0.780  5.862  5.571  -1.12
C  -0.975  4.926  4.338  -0.75
C  -2.062  3.828  4.591  -0.64
C  -1.940  2.748  5.706  -0.73
N  -3.342  1.997  6.070  0.29
C  -2.951  1.040  7.272  -0.59
C  -3.599  1.585  8.586  -0.59
C  -4.830  2.395  8.042  -0.65
C  -4.394  2.945  6.699  -0.66
C  -3.728  1.248  4.800  -0.97
H  -1.657  6.232  6.102  0.32
H  -0.203  6.729  5.248  0.37
H  -0.227  5.276  6.305  0.29
H  0.025  4.664  3.994  0.39
H  -1.341  5.493  3.483  0.34
H  -2.368  3.329  3.671  0.37
H  -2.951  4.441  4.739  0.35
H  -1.694  3.172  6.679  0.50
H  -1.193  1.995  5.456  0.45
H  -3.539  0.165  6.996  0.40
H  -1.910  0.717  7.283  0.28
H  -3.941  0.832  9.296  0.40
H  -2.791  2.155  9.045  0.34
H  -5.687  1.828  7.677  0.35
H  -5.351  3.126  8.661  0.39
H  -5.234  2.973  6.005  0.38
H  -3.975  3.950  6.652  0.36
H  -4.427  0.448  5.045  0.37
H  -2.775  0.796  4.525  0.39
H  -4.032  1.971  4.043  0.34
C  0.061  -0.302  -9.026  -0.89
N  -0.571  0.298  -10.320  -0.09
C  -0.231  -0.687  -11.436  -0.82
C  -2.100  0.605  -10.117  -0.84
C  0.048  1.689  -10.473  -0.50
C  -0.160  2.374  -11.818  -0.72
O  0.282  1.587  -12.933  -0.47
H  1.145  -0.362  -9.114  0.41
H  -0.391  -1.273  -8.820  0.40
H  -0.049  0.196  -8.063  0.35
H  -0.900  -0.378  -12.239  0.42
H  -0.568  -1.646  -11.043  0.40
H  0.821  -0.740  -11.717  0.30
H  -2.340  1.282  -9.298  0.29
H  -2.395  -0.422  -9.902  0.44
H  -2.522  0.897  -11.079  0.39
H  1.128  1.619  -10.344  0.41
H  -0.243  2.294  -9.615  0.45
H  0.337  3.343  -11.796  0.45
H  -1.192  2.685  -11.981  0.30
H  1.123  1.932  -13.242  0.32
Br  6.095  5.264  1.111  -0.98

## Properties
- total energy (Eh) = -4754.6450
- highest occupied orbital energy (eV) = -11.745
- max |F| (eV Å⁻¹) = 5.6
- net charge = +5